Molecular formula: C18H53AgBN2O10
Method: DFT, the ωB97M-V functional and the def2-TZVPD basis

The maximum force comes out at 0.08685 hartree/bohr. For the HOMO-LUMO gap (spin up / spin down), the calculation gives 8.078 / 6.365 eV. The value obtained for the energy is -47646.087 eV. The calculation puts the HOMO energy (spin up / spin down) at -8.02 / -8.02 eV. Its expectation value of S² is 0.756.

ORCA input file:
```
! RIJCOSX wB97M-V def2-TZVPD def2/J DEFGRID3
* xyz 0 2
Ag 0.561 1.360 -0.764
C 2.354 -2.449 -2.937
C 1.132 -1.644 -2.450
O 1.361 -0.808 -1.292
H 2.065 -3.188 -3.684
H 2.894 -2.959 -2.139
H 3.183 -1.949 -3.438
H 0.349 -2.377 -2.258
H 0.776 -1.066 -3.303
B -1.263 0.415 0.659
H -1.118 -0.024 -0.316
H -0.860 1.415 0.689
H -2.286 0.521 0.984
H -0.782 -0.139 1.450
C 3.881 -4.277 0.195
O 2.761 -3.419 0.255
C 1.640 -4.033 0.858
C 0.425 -3.027 1.128
N 0.907 -1.921 1.976
C 0.779 -2.326 3.410
C 1.351 -1.229 4.273
O 2.773 -1.209 4.215
C 3.319 -0.328 5.215
H 4.275 -4.650 1.140
H 4.624 -3.747 -0.400
H 3.630 -5.165 -0.384
H 1.860 -4.541 1.797
H 1.252 -4.812 0.201
H -0.440 -3.547 1.539
H 0.056 -2.602 0.194
H 0.269 -1.139 1.930
H 1.197 -3.296 3.682
H -0.270 -2.371 3.702
H 1.035 -1.556 5.264
H 0.955 -0.232 4.081
H 2.935 -0.473 6.224
H 3.191 0.719 4.941
H 4.380 -0.560 5.313
C -3.158 -2.281 -0.217
C -2.532 -2.896 -1.560
O -3.512 -3.456 -2.448
O -3.756 -1.005 -0.476
H -2.366 -2.245 0.532
H -3.919 -2.959 0.171
H -1.687 -3.576 -1.449
H -2.075 -2.099 -2.147
H -3.455 -4.414 -2.462
H -3.089 -0.397 -0.148
C -0.999 4.364 0.059
C -1.564 5.186 -1.184
O -0.539 5.837 -1.848
O 0.087 3.641 -0.378
H -1.778 3.751 0.512
H -0.553 4.912 0.890
H -2.266 5.916 -0.783
H -2.191 4.645 -1.893
H -1.047 6.245 -2.552
H 0.624 4.345 -0.749
C -2.529 0.650 4.299
C -1.781 1.873 3.767
O -2.299 2.371 2.584
O -2.253 -0.492 3.472
H -3.577 0.899 4.133
H -2.371 0.483 5.364
H -0.724 1.606 3.747
H -1.864 2.695 4.478
H -2.100 1.795 1.842
H -2.270 -0.212 2.554
C 1.970 3.290 -4.654
C 1.114 2.809 -3.490
C -0.149 1.931 -3.750
O -0.802 1.495 -2.590
C -2.105 1.016 -2.833
N 1.921 2.248 -2.430
H 1.323 3.726 -5.415
H 2.356 2.435 -5.210
H 2.830 3.842 -4.275
H 0.822 3.805 -3.156
H 0.222 1.047 -4.268
H -0.819 2.476 -4.415
H -2.557 1.003 -1.841
H -2.233 0.042 -3.306
H -2.673 1.774 -3.373
H 2.616 2.958 -2.247
H 2.555 1.556 -2.803
*
```

Calculated atomic charges, method Mulliken, unit e: -0.07 -1.20 0.70 -0.32 0.37 0.10 0.38 -0.28 0.07 1.63 -0.72 0.23 0.67 -0.63 -0.95 -0.17 -0.91 0.11 -0.10 -0.72 -0.08 -0.30 -0.81 0.34 0.24 0.38 0.45 0.43 0.46 -0.45 -0.74 0.45 0.38 0.37 -0.05 0.32 0.28 0.25 0.35 -0.06 -0.57 -0.70 -0.37 0.38 0.43 -0.19 0.34 -0.42 -0.20 -0.57 -0.57 -0.49 0.11 0.33 0.48 0.26 0.34 0.21 -0.53 -0.24 -0.57 -0.56 0.32 0.43 0.06 0.47 0.44 0.57 -1.76 0.88 -1.10 0.49 -0.88 -0.47 0.40 0.45 0.39 -0.07 0.30 0.40 0.20 0.24 0.40 0.34 0.20

Molecular formula: C18H54AlN9O3P3
Method: DFT, the ωB97M-V functional and the def2-TZVPD basis

The maximum force comes out at 0.05866 hartree/bohr. For the HOMO-LUMO gap, the calculation gives 1.485 eV. The value obtained for the energy is -73531.882 eV. The value obtained for the energy above the lowest of the compared OMol25 structures with the same formula, charge and spin is 42.1 kcal per mole. The calculation puts the HOMO energy at -14.94 eV.

ORCA input file:
```
! RIJCOSX wB97M-V def2-TZVPD def2/J DEFGRID3
* xyz 3 1
Al 9.071 14.640 2.860
O 8.102 17.375 3.614
P 7.679 18.437 4.540
N 8.427 18.329 6.045
C 7.893 17.290 7.011
C 9.869 18.416 6.078
N 5.993 18.598 4.861
C 5.569 19.653 5.826
C 5.078 18.347 3.832
N 8.000 20.105 4.116
C 8.189 21.217 5.056
C 7.735 20.599 2.730
H 6.808 17.329 7.110
H 8.371 17.439 7.979
H 8.097 16.275 6.668
H 10.184 18.578 7.109
H 10.193 19.240 5.442
H 10.229 17.430 5.785
H 5.390 20.626 5.368
H 4.698 19.340 6.403
H 6.390 19.914 6.494
H 5.430 17.438 3.344
H 4.095 18.145 4.258
H 5.114 19.152 3.098
H 9.103 21.752 4.798
H 7.408 21.970 4.955
H 8.248 20.844 6.079
H 8.347 21.476 2.519
H 6.666 20.762 2.595
H 8.038 19.882 1.968
O 7.483 13.950 5.269
P 6.617 13.524 6.432
N 7.387 13.534 7.963
C 7.836 14.698 8.779
C 8.281 12.379 8.195
N 5.877 12.057 6.241
C 6.573 11.004 5.496
C 4.607 11.682 6.904
N 5.379 14.684 6.653
C 4.516 14.788 7.769
C 4.765 15.193 5.431
H 8.041 14.461 9.823
H 7.028 15.429 8.812
H 8.783 15.092 8.411
H 9.084 12.491 8.924
H 8.888 12.118 7.327
H 7.764 11.601 8.757
H 7.153 10.351 6.148
H 5.877 10.317 5.015
H 7.125 11.485 4.689
H 3.748 12.183 6.456
H 4.381 10.632 7.087
H 4.754 12.044 7.921
H 4.300 15.800 8.113
H 3.582 14.229 7.718
H 5.017 14.319 8.616
H 5.619 15.409 4.789
H 4.142 16.045 5.704
H 4.181 14.454 4.883
O 9.304 11.723 2.306
P 9.203 10.224 2.304
N 7.953 9.713 1.176
C 8.068 9.659 -0.290
C 6.584 9.851 1.648
N 8.963 9.456 3.809
C 8.660 8.036 3.901
C 9.807 9.916 4.911
N 10.637 9.481 1.792
C 10.734 8.095 1.315
C 11.905 10.241 1.694
H 8.990 9.115 -0.498
H 8.283 10.669 -0.637
H 7.211 9.123 -0.698
H 5.793 9.552 0.961
H 6.393 10.863 2.007
H 6.486 9.256 2.556
H 9.634 7.548 3.941
H 8.022 7.803 4.755
H 8.173 7.681 2.993
H 9.420 9.575 5.871
H 10.824 9.558 4.745
H 9.804 11.005 4.874
H 9.754 7.654 1.134
H 11.180 8.259 0.334
H 11.453 7.468 1.842
H 11.995 10.790 0.756
H 12.688 9.486 1.758
H 12.071 10.890 2.553
*
```

Calculated atomic charges, method Mulliken, unit e: 1.21 -0.84 0.28 0.24 -0.97 -1.00 0.64 -1.05 -0.99 0.30 -1.10 -0.93 0.19 0.55 0.25 0.31 0.36 0.33 0.34 0.38 0.41 0.33 0.36 0.23 0.39 0.43 0.43 0.39 0.33 0.28 -0.92 -0.07 0.33 -1.15 -1.03 0.44 -1.21 -1.01 0.61 -1.29 -1.22 0.51 0.31 0.42 0.50 0.22 0.34 0.36 0.50 0.34 0.25 0.44 0.38 0.34 0.31 0.48 0.29 0.43 0.22 -0.77 0.17 0.24 -0.86 -0.81 0.57 -1.10 -1.28 0.35 -1.26 -1.04 0.28 0.31 0.38 0.44 0.24 0.26 0.38 0.31 0.41 0.47 0.44 0.29 0.43 0.57 0.32 0.31 0.43 0.31

> What is the maximum force in the first record?

0.08685 hartree/bohr